Model w:
{"formula": "C4H9OP", "method": "wB97M-V/def2-TZVPD", "species": ["C", "C", "P", "O", "H", "H", "H", "H", "H", "H", "H", "C", "C", "H", "H"], "xyz": [[-0.367, 0.940, 1.908], [0.182, 0.364, 0.608], [0.554, 1.766, -0.590], [-1.000, 1.900, -1.252], [0.418, 1.421, 2.539], [-1.269, 1.593, 1.716], [-0.675, 0.128, 2.550], [-0.491, -0.148, -0.078], [1.072, -0.340, 0.804], [0.926, 1.250, -1.767], [-1.372, 2.019, -0.386], [0.285, -3.246, -1.351], [0.626, -2.152, -1.687], [-0.174, -4.126, -1.153], [1.284, -1.368, -1.860]], "nbo_charge": [-0.625, -0.740, 0.816, -0.938, 0.224, 0.196, 0.223, 0.240, 0.239, -0.089, 0.455, -0.208, -0.236, 0.217, 0.225], "orbital_gap_ha": 0.348, "multiplicity": 1, "e_lumo_ev": 0.868}

Model x:
{"formula": "C4H9OP", "method": "wB97M-V/def2-TZVPD", "species": ["C", "C", "C", "C", "O", "P", "H", "H", "H", "H", "H", "H", "H", "H", "H"], "xyz": [[-1.731, -1.180, 0.063], [0.355, -0.392, -1.253], [0.955, 2.009, 1.191], [-0.535, -0.333, -0.096], [-1.189, 0.744, 2.352], [-0.397, 0.838, 1.119], [-1.890, -1.621, 1.142], [-2.619, -0.554, -0.139], [-1.679, -1.939, -0.809], [0.992, 0.560, -1.377], [1.129, -1.193, -1.243], [-0.155, -0.689, -2.247], [1.720, 1.535, 0.526], [0.687, 3.003, 0.764], [1.448, 2.142, 2.170]], "nbo_charge": [-0.649, -0.639, -1.024, -0.545, -1.049, 1.777, 0.249, 0.228, 0.217, 0.218, 0.215, 0.215, 0.250, 0.263, 0.274], "orbital_gap_ha": 0.312, "multiplicity": 1, "e_lumo_ev": 0.566}

The most stable structure shown above is model x; the least stable is model w.